A molecular structure, C31H29F2IrN4Si. Source: the Open Molecules 2025 dataset; level of theory: ωB97M-V/def2-TZVPD.

Atoms and positions in Å:
C 0.49 -3.06 -3.39
C -3.29 1.68 -1.36
C 2.87 3.21 -2.25
H -4.37 1.70 -1.54
H -0.64 1.90 -2.83
C 0.00 -2.20 3.34
H 2.47 4.67 -3.77
H -2.80 -0.19 -4.79
H -1.42 4.93 3.09
C -0.05 -1.84 2.00
H 2.35 -3.86 0.12
C -0.40 -2.01 -3.23
C 4.27 0.13 1.67
H -3.24 1.46 -4.40
H 3.53 -2.77 -0.60
C -3.74 -1.24 -2.11
H 6.14 0.97 0.98
C -0.07 -0.50 1.63
H 0.16 3.80 -4.19
N -1.05 -0.19 -1.64
C -0.72 3.17 0.31
H -0.70 2.77 4.09
C 0.35 2.30 -2.68
H -3.14 1.56 -0.29
H -0.72 3.23 -0.77
C 2.35 2.13 -1.53
H -2.90 2.65 -1.67
C -0.69 2.92 3.02
N 0.68 -1.49 -1.15
H 0.06 0.87 4.77
H 0.44 -3.68 -4.27
C 2.28 0.61 0.41
Ir 0.32 0.31 -0.14
C 5.07 0.88 0.84
C -0.09 0.48 2.65
Si -2.61 0.23 -2.34
F 5.20 2.26 -1.02
C -0.30 -1.25 -2.07
C 4.43 1.53 -0.20
C 0.08 -1.22 4.33
N -0.27 2.03 0.85
C 1.43 -3.32 -2.41
C -2.53 0.67 -4.18
C -1.10 4.11 2.46
H 0.01 -3.25 3.62
F 4.84 -0.50 2.71
C -0.30 1.87 2.20
H -3.93 -1.41 -1.05
N 1.09 1.70 -1.75
H 3.86 3.57 -2.05
C 1.52 -2.51 -1.28
H 2.43 -2.18 0.65
C 0.02 0.12 3.99
H 2.11 -4.16 -2.50
H -1.49 5.13 0.59
C -1.14 4.23 1.08
C 2.51 -2.83 -0.21
H -3.35 -2.16 -2.54
C 2.09 3.83 -3.21
H -1.55 1.00 -4.52
C 2.91 -0.02 1.48
H 2.36 -0.60 2.22
H -1.15 -1.77 -3.98
C 3.05 1.44 -0.43
H -0.09 -2.61 1.24
C 0.80 3.36 -3.45
H 0.17 -1.51 5.37
H -4.70 -1.03 -2.58

Values from the calculation:
- Orbital gap (alpha / beta): 8.002 / 5.771 eV
- Spin multiplicity: 2
- Total charge: +1
- <S²>: 0.764
- Electronic energy: -54727.247 eV

Atom charges from the Löwdin analysis, given in e for atoms 1 to 4: number 1, C, carries -0.03; number 2, C, carries -0.17; number 3, C, carries 0.02; number 4, H, carries 0.04


A molecular structure, C31H29N4OPY. Source: the Open Molecules 2025 dataset; level of theory: ωB97M-V/def2-TZVPD.

Atoms and positions in Å:
C -2.70 2.11 -2.28
H -1.45 2.91 1.71
C -0.66 3.40 -0.96
O -3.23 -0.44 -2.10
P 0.50 1.26 0.22
C -0.51 3.35 3.58
C -1.85 1.36 -1.46
C -0.81 2.03 -0.79
H -2.31 -0.80 2.87
H 0.15 3.92 -0.46
C 2.30 0.76 -1.78
C -2.33 -4.73 -1.53
C 3.36 -1.72 0.30
H 4.67 3.68 -0.94
C -0.55 2.81 2.30
C 0.64 3.23 4.35
C 0.56 2.15 1.79
H -3.28 -2.28 -3.00
H -1.27 -2.96 -3.50
C -2.54 3.47 -2.43
C -2.37 -2.30 -0.98
H 5.19 2.17 -2.83
H 0.04 -2.35 -2.50
H 3.67 0.30 -3.36
C -1.48 -3.47 -1.39
H -1.39 5.20 -1.88
C -0.27 -1.61 3.23
C -2.16 -0.09 -1.38
C 3.44 0.96 -2.54
Y 0.20 -1.56 0.76
H -2.86 -2.56 -0.04
C 2.01 1.61 -0.72
H -2.81 -3.24 1.86
C 4.00 2.87 -1.18
C 2.86 2.67 -0.42
N 4.53 -1.28 0.34
C 1.72 2.02 2.57
C -1.61 -1.62 2.77
H 1.65 -0.08 -2.02
H -0.05 -4.06 -2.90
H -3.22 4.02 -3.08
H -4.44 -2.04 -1.68
C 4.29 2.02 -2.24
C -0.68 -3.66 2.31
H 2.65 2.48 4.43
C -3.42 -1.86 -2.00
H 2.66 3.32 0.42
C -1.52 4.13 -1.77
C -0.65 -3.19 -2.63
H -2.92 -4.92 -0.63
H 0.67 3.66 5.34
H -0.55 -4.68 2.00
N -1.59 -1.06 -0.74
H -3.03 -4.64 -2.37
C 1.75 2.57 3.84
H 0.22 -0.80 3.76
C 0.30 -2.88 2.96
N 4.83 1.01 1.28
H -0.78 -3.69 -0.55
H 1.31 -3.18 3.20
C -1.86 -2.89 2.22
N 2.27 -2.17 0.20
H -1.38 3.87 3.97
C 4.70 -0.05 0.84
H 2.60 1.52 2.19
H -1.71 -5.61 -1.72
H -3.51 1.61 -2.80

Values from the calculation:
- Orbital gap: 8.161 eV
- Total charge: +1
- Electronic energy: -50954.115 eV

Atom charges from the Löwdin analysis, given in e for atoms 1 to 4: number 1, C, carries 0.00; number 2, H, carries 0.10; number 3, C, carries -0.07; number 4, O, carries 0.02


A molecular structure, C31H30BrN4O10. Source: the Open Molecules 2025 dataset; level of theory: ωB97M-V/def2-TZVPD.

Atoms and positions in Å:
C 4.69 -3.13 4.51
H 2.99 2.54 3.50
H 4.70 -5.31 1.89
C 1.68 0.89 0.51
N 3.09 -3.28 2.63
O 1.00 -1.64 2.47
O 4.43 0.53 -2.24
H 1.21 2.36 3.19
C 5.01 -4.82 2.81
H 6.74 -6.08 3.05
H 3.06 1.29 -8.02
C -5.92 -0.87 -1.23
H -2.42 4.98 2.43
H 5.14 1.81 -6.78
C -3.94 -1.07 2.41
C 2.61 1.82 1.42
C 6.16 -5.25 3.46
C 3.29 0.55 -4.24
C 0.09 -0.93 1.97
H 6.16 -3.09 6.08
H 3.70 1.46 1.39
Br 2.65 -0.72 -0.17
C 4.29 -3.76 3.34
N -1.85 5.66 1.92
H 2.65 2.90 1.03
C -2.43 -0.57 2.24
H -0.68 5.39 0.16
C -1.77 5.18 0.50
C -7.21 -2.73 -2.07
O -2.71 1.74 2.94
C 0.34 0.50 1.31
N 3.39 0.24 -2.81
H -2.11 3.38 -0.75
C 5.84 -3.57 5.16
C 4.38 1.11 -4.90
O 2.49 -2.33 3.10
H -2.87 3.24 0.95
O -7.68 1.48 -4.12
H 1.44 1.50 -0.44
H -0.21 3.57 1.77
C 2.03 0.54 -6.28
C -6.50 -0.04 -2.18
C -2.01 0.98 2.26
H -5.18 -0.48 -0.54
C -0.57 2.93 0.89
H -0.89 5.59 2.32
C -1.39 -1.52 2.09
C -7.80 -1.90 -3.01
H 7.47 -4.96 5.14
H -1.57 -2.65 2.09
C -0.70 1.45 1.46
C 4.29 1.38 -6.26
C 3.12 1.09 -6.95
H -7.48 -3.78 -2.02
C -7.44 -0.56 -3.07
N -8.04 0.31 -4.08
H -8.53 -2.32 -3.70
H 2.34 0.83 3.40
H -6.22 1.01 -2.21
H -5.80 -2.87 -0.45
O 2.75 -3.87 1.61
H -2.46 5.72 -0.22
H 0.20 3.06 0.07
O -4.55 -0.74 3.58
O 2.42 -0.28 -2.27
H 1.12 0.32 -6.83
O -4.56 -1.77 1.56
H 4.12 -2.31 4.93
O -8.88 -0.18 -4.83
H 5.30 1.34 -4.37
H 1.26 -0.17 -4.42
C 2.21 1.88 2.97
C 6.57 -4.63 4.63
C -1.95 3.57 0.38
C -6.27 -2.22 -1.18
C 2.11 0.27 -4.92

Values from the calculation:
- Orbital gap: 5.157 eV
- Total charge: -1
- Electronic energy: -129096.061 eV

Atom charges from the Löwdin analysis, given in e for atoms 1 to 4: number 1, C, carries 0.00; number 2, H, carries 0.08; number 3, H, carries 0.12; number 4, C, carries -0.51